Computed, not measured: a structure of composition C42H41Cl2IrN5O2P2STe2, with ωB97M-V/def2-TZVPD.

Spin multiplicity: 2
Maximum force (eV Å⁻¹): 0.18
Highest occupied orbital energy (alpha / beta) (eV): -11.75 / -11.75
Frontier orbital gap (alpha / beta) (eV): 5.700 / 4.050
Charge: +2
LUMO energy (alpha / beta) (eV): -6.0471 / -7.6970

```
98
Properties=species:S:1:pos:R:3:forces:R:3
Ir -0.700 0.321 0.238 0.0 0.0 0.2
Te -4.557 3.170 1.832 0.0 0.0 0.0
Te 3.381 -1.219 1.607 0.0 0.0 0.0
Cl 1.688 -3.801 2.701 -0.1 0.1 0.0
Cl 1.781 -3.984 -0.216 0.0 0.0 0.0
S 0.829 1.560 1.476 0.1 -0.1 0.1
P -1.922 2.259 -0.108 0.0 -0.1 0.0
P -2.333 0.576 1.886 0.1 -0.1 0.0
O 0.484 -1.446 0.808 -0.1 -0.1 0.0
O -1.322 -2.666 1.344 -0.1 0.0 -0.1
N -1.481 -0.909 -1.267 0.0 0.0 0.0
N 1.656 1.490 -1.093 0.0 0.0 0.0
N -2.936 6.172 5.371 0.0 0.0 0.0
N 2.703 2.982 0.290 0.0 0.0 0.0
N 0.650 0.588 -1.308 0.0 0.1 -0.1
C -1.073 -1.662 -3.498 0.0 0.0 0.0
C 1.772 2.050 0.139 0.0 0.0 0.0
C 1.091 0.433 -3.725 0.0 0.0 0.0
C -4.060 4.171 4.679 0.0 0.1 0.0
C -4.039 -1.373 2.999 0.0 -0.1 -0.1
C -0.883 -0.609 3.973 0.0 -0.1 0.0
C -3.789 -0.496 1.949 0.0 0.0 -0.1
C -0.480 4.466 0.810 0.0 0.0 0.0
C -1.246 1.547 5.689 0.0 0.0 0.0
C -0.768 -0.851 -2.425 0.0 0.0 0.0
C -1.784 1.580 4.409 0.1 0.0 -0.1
C -0.303 4.051 -1.552 0.0 0.0 0.0
C -0.138 -2.532 1.108 0.1 0.1 0.1
C -4.434 1.643 -3.325 0.0 0.0 0.0
C -2.481 -1.782 -1.164 0.0 0.0 0.0
C -3.513 1.414 -2.312 0.0 0.0 0.0
C -0.535 0.433 6.114 0.0 0.0 0.0
C -5.868 -1.155 0.912 0.0 0.0 0.0
C -2.126 -2.566 -3.391 0.0 0.0 0.0
C -3.245 5.695 3.043 0.0 0.0 0.0
C -6.107 -2.036 1.961 0.0 0.0 0.0
C -0.827 3.710 -0.304 0.0 0.0 0.0
C -5.197 -2.140 3.001 0.0 0.0 0.0
C 5.053 -2.448 2.004 0.0 0.0 0.0
C -0.356 -0.645 5.257 0.0 0.0 0.0
C -2.790 6.489 4.087 0.0 0.1 0.0
C 2.995 -0.793 3.633 0.0 0.1 0.0
C -2.834 -2.626 -2.210 0.0 0.0 0.0
C -3.468 3.763 -1.822 0.0 0.0 0.0
C -2.772 2.189 1.392 -0.1 -0.1 -0.1
C 0.370 0.100 -2.461 0.0 0.0 0.0
C -3.577 5.042 5.650 0.0 0.0 0.0
C -1.607 0.502 3.545 0.0 0.1 0.0
C -4.394 3.990 -2.827 0.0 0.0 0.0
C 0.890 5.892 -0.564 0.0 0.0 0.0
C 0.370 5.558 0.680 0.0 0.0 0.0
C -3.871 4.493 3.341 0.0 0.0 0.0
C -4.717 -0.385 0.911 0.0 0.0 0.0
C -3.008 2.469 -1.555 0.0 0.0 0.0
C -4.874 2.932 -3.586 0.0 0.0 0.0
C 0.555 5.134 -1.682 0.0 0.0 0.0
C 0.726 -3.804 1.198 0.0 0.0 -0.2
H -0.127 0.402 7.116 0.0 0.0 0.0
H 2.125 1.896 -1.891 0.0 0.0 0.0
H 1.948 -0.228 -3.873 0.0 0.0 0.0
H 5.768 -1.875 2.593 0.0 0.0 0.0
H 0.432 0.330 -4.582 0.0 0.0 0.0
H -3.010 -1.791 -0.224 0.0 0.0 0.0
H -6.588 -1.055 0.111 0.0 0.0 0.0
H 0.179 -1.523 5.596 0.0 0.0 0.0
H -3.711 4.814 6.702 0.0 0.0 0.0
H 3.659 0.016 3.937 0.0 0.0 0.0
H -0.608 3.498 -2.436 0.0 0.0 0.0
H 2.696 3.528 1.138 0.0 0.0 0.0
H 4.712 -3.317 2.562 0.0 0.0 0.0
H 1.445 1.465 -3.726 0.0 0.0 0.0
H -0.763 -1.462 3.314 0.0 0.0 0.0
H -3.130 6.030 2.021 0.1 0.0 0.0
H 3.197 -1.690 4.211 0.0 0.0 0.0
H -1.389 2.390 6.352 0.0 0.0 0.0
H -4.813 0.812 -3.904 0.0 0.0 0.0
H -0.495 -1.606 -4.409 0.0 0.0 0.0
H -3.659 -3.311 -2.076 0.0 0.0 0.0
H -7.012 -2.630 1.972 0.0 0.0 0.0
H -2.377 -3.210 -4.223 0.0 0.0 0.0
H 5.493 -2.754 1.059 0.0 0.0 0.0
H -2.295 7.432 3.882 0.0 0.0 0.0
H 0.075 -4.668 1.253 0.0 0.0 0.0
H -4.745 4.996 -3.014 0.0 0.0 0.0
H 0.931 5.415 -2.658 0.0 0.0 0.0
H -3.207 0.400 -2.110 0.0 0.0 0.0
H -3.108 4.601 -1.239 0.0 0.0 0.0
H -4.551 0.331 0.111 0.0 0.0 0.0
H 0.611 6.160 1.548 0.0 0.0 0.0
H -5.391 -2.814 3.825 0.0 0.0 0.0
H -3.340 -1.461 3.819 0.0 0.0 0.0
H 1.956 -0.489 3.721 0.0 0.0 0.0
H 3.234 3.349 -0.484 0.0 0.0 0.0
H 1.534 6.755 -0.669 0.0 0.0 0.0
H -2.333 2.453 4.080 0.0 -0.1 0.0
H -5.596 3.111 -4.372 0.0 0.0 0.0
H -0.886 4.192 1.776 -0.1 0.0 0.0
H -4.560 3.258 4.973 0.0 0.0 0.0
```
Forces are in eV/Å.

=====

Computed, not measured: a structure of composition C14H18N2O2PS2Tl at a distorted geometry, with ωB97M-V/def2-TZVPD.

Spin multiplicity: 2
Maximum force (eV Å⁻¹): 3.42
Highest occupied orbital energy (alpha / beta) (eV): -11.80 / -11.79
Frontier orbital gap (alpha / beta) (eV): 8.335 / 4.668
Charge: +1
LUMO energy (alpha / beta) (eV): -3.4623 / -7.1235

```
40
Properties=species:S:1:pos:R:3:forces:R:3
Tl 0.058 12.323 12.821 -0.6 0.3 0.4
S 1.730 11.510 10.691 0.0 0.1 0.2
S -1.386 10.262 11.390 1.1 0.1 -0.3
P 0.361 9.999 10.426 -0.5 -1.5 -1.6
O 1.183 8.643 10.684 -0.9 1.7 0.2
O 0.129 9.764 8.827 0.3 0.5 1.0
N -2.278 12.704 15.022 1.3 0.3 1.6
N -1.489 15.235 14.041 1.1 -0.5 -1.3
C -3.361 11.422 16.747 -0.4 2.6 0.0
C 0.491 11.575 7.281 1.9 -0.4 -0.2
C -1.215 16.376 13.381 -0.2 -0.6 -0.1
C -2.018 17.507 13.446 -2.3 -1.5 -0.1
C -3.849 13.777 16.474 0.7 0.5 -0.3
C -2.362 11.592 15.812 -0.6 1.4 -0.9
C -2.870 13.855 15.448 -0.8 -3.3 0.2
C -2.640 15.047 14.660 -0.1 1.9 0.1
C -3.339 17.273 13.965 2.1 -1.5 0.8
C -4.142 12.559 17.094 -0.5 0.7 -1.8
C 0.381 7.451 10.453 0.8 -1.2 -0.6
C -0.020 6.916 11.790 -1.1 0.1 0.7
C -0.537 10.750 7.982 -1.5 1.0 2.5
C -3.609 16.036 14.623 -0.6 2.1 -0.4
H -4.577 15.941 15.146 0.6 -0.1 -0.7
H -0.453 7.671 9.786 -0.1 0.0 0.2
H 0.098 12.338 6.615 -0.3 -0.1 -0.1
H -1.735 18.368 12.877 -0.1 0.5 0.0
H -1.232 10.222 7.343 0.2 -0.3 -0.3
H -0.393 16.330 12.637 -0.1 0.2 1.1
H -4.134 17.974 13.934 -0.3 0.8 -0.1
H -1.624 10.824 15.640 -0.2 -0.3 -0.4
H 1.075 6.799 9.892 -0.4 0.1 0.3
H 0.828 6.832 12.459 0.2 -0.3 -0.1
H -3.536 10.479 17.133 -0.3 -1.6 1.0
H -4.407 14.701 16.726 0.4 -0.9 0.0
H 1.192 12.095 7.991 -0.8 -0.5 -0.5
H 1.131 10.852 6.688 -0.7 1.0 0.4
H -1.221 11.305 8.726 0.9 -0.2 -1.4
H -5.142 12.641 17.547 0.9 -1.0 0.7
H -0.643 6.003 11.799 0.7 0.2 -0.4
H -0.684 7.654 12.246 0.1 0.1 0.1
```
Forces are in eV/Å.